# 1
82
Properties=species:S:1:pos:R:3:forces:R:3 method="wB97M-V/def2-TZVPD" gap_ev=7.82 multiplicity=1 largest_force_ha_per_bohr=0.0453 e_homo_ev=-10.4699 total_charge=+1 energy_ha=-1828.90766
O 0.570 -0.879 -3.839 0.8 0.7 -0.5
O -7.107 -1.480 -1.985 0.1 0.0 0.1
O -4.744 -5.541 1.742 0.1 -0.1 0.0
O -1.655 -0.684 0.989 0.3 0.8 -0.7
O 2.828 -0.425 -3.083 -0.9 -0.7 0.6
O -1.412 -1.220 -1.337 0.9 0.6 0.0
N -2.577 -4.905 1.456 0.0 0.1 0.0
N 2.640 2.098 0.741 -1.1 -1.0 -1.1
N 3.406 2.902 1.573 0.2 -0.3 0.0
N -7.276 -3.738 -1.771 -0.1 0.0 -0.2
N 1.541 1.240 -0.910 -0.5 -0.3 -1.2
C 0.742 -1.023 0.139 -0.2 -0.6 -1.4
C -2.068 -6.253 1.655 -0.3 0.0 0.0
C -3.907 -4.689 1.524 -0.2 0.1 0.0
C 2.634 3.524 -1.308 -0.1 0.2 0.6
C 2.108 0.881 1.148 0.8 -0.5 2.1
C 1.474 1.305 3.489 0.4 -1.1 -0.6
C -1.653 -3.826 1.188 0.1 -0.4 0.0
C -0.228 2.898 4.993 0.0 0.7 1.1
C 6.206 2.055 -3.957 0.7 -1.1 0.1
C 2.338 0.413 2.584 -0.3 1.2 -0.7
C 4.821 3.468 -2.660 -0.9 0.5 1.4
C 4.156 3.839 -1.335 0.4 0.1 -0.8
C -7.731 -4.999 -2.325 0.1 0.1 0.2
C -6.585 -3.735 -0.494 -0.1 0.2 -0.1
C -1.103 3.828 5.810 -0.2 0.3 -1.0
C 6.010 2.854 -5.056 0.2 0.0 -0.3
C 0.114 1.069 3.465 -0.1 0.1 0.0
C 2.261 2.282 -0.544 1.1 1.2 0.4
C -7.471 -2.565 -2.403 0.0 0.0 -0.1
C -0.716 1.865 4.224 -1.1 -0.3 -0.3
C 1.434 0.303 0.131 0.4 0.7 0.4
C 4.590 4.289 -3.750 0.0 -0.3 0.1
C 1.977 2.317 4.273 1.0 0.1 0.1
C 5.201 3.964 -4.937 -0.3 0.8 -1.1
C 0.932 1.102 -2.245 -0.7 -0.5 0.3
C 1.141 3.107 5.029 0.0 0.2 0.0
C 5.619 2.351 -2.743 -0.1 0.0 0.0
B -0.844 -0.965 -0.117 -0.4 0.0 0.7
B 1.474 -0.159 -3.102 0.0 0.3 0.0
H 0.243 -0.359 -4.587 -0.4 -0.4 0.1
H -1.674 0.268 1.161 -0.2 -0.2 0.4
H -2.499 -6.920 0.908 0.1 -0.1 0.1
H -5.589 -3.307 -0.624 0.0 0.0 0.1
H -0.297 0.266 2.859 0.1 0.0 0.1
H 6.835 1.172 -4.050 -0.1 0.1 0.0
H -0.984 -6.259 1.569 0.0 0.1 0.0
H 3.049 2.497 4.291 -0.1 0.0 0.0
H -8.227 -4.838 -3.280 0.0 0.1 0.0
H 4.277 4.923 -1.210 -0.1 -0.2 0.1
H -2.193 -2.893 1.064 -0.1 -0.1 0.1
H -8.433 -5.469 -1.634 0.0 -0.1 -0.1
H 0.916 -1.557 1.078 0.1 0.4 0.0
H 2.137 4.363 -0.795 -0.1 -0.2 -0.1
H -0.150 1.001 -2.088 0.2 0.1 -0.1
H 6.499 2.615 -5.994 -0.1 0.1 0.1
H -0.527 4.329 6.590 -0.2 -0.3 0.1
H -8.004 -2.672 -3.363 0.0 0.0 0.0
H 2.224 3.526 -2.319 0.2 -0.1 0.1
H -0.952 -3.726 2.022 0.1 0.1 -0.1
H 2.043 -0.634 2.671 0.2 0.1 0.1
H -6.498 -4.747 -0.106 0.0 0.0 0.0
H 3.943 5.157 -3.650 0.2 0.0 -0.1
H 3.389 3.870 1.276 -0.1 -0.1 -0.1
H -4.180 -3.632 1.357 0.1 0.0 0.0
H -2.017 3.355 6.176 0.3 0.0 0.2
H -7.137 -3.118 0.216 0.1 0.0 0.1
H 1.181 -1.655 -0.654 -0.1 0.1 0.2
H -1.429 4.629 5.126 -0.1 -0.1 0.2
H 3.056 -0.692 -2.180 0.6 0.3 -0.2
H -6.877 -5.662 -2.475 -0.1 -0.1 0.0
H 1.061 2.024 -2.816 0.2 -0.1 0.1
H 3.406 0.537 2.791 -0.2 -0.3 0.2
H 5.035 4.602 -5.803 0.1 -0.1 0.1
H 4.354 2.536 1.548 0.0 0.3 0.1
H -2.359 -6.610 2.644 0.0 -0.1 0.0
H -1.097 -4.045 0.270 0.1 0.1 0.0
H 5.755 1.734 -1.858 0.1 0.0 -0.2
H 4.729 3.372 -0.531 -0.3 0.0 0.0
H -1.789 1.682 4.177 0.1 0.0 0.2
H 1.533 3.918 5.636 0.1 -0.2 -0.1
H -1.898 -0.453 -1.665 -0.7 -0.5 0.0

# 2
84
Properties=species:S:1:pos:R:3:forces:R:3 method="wB97M-V/def2-TZVPD" gap_ev="6.14 / 4.64" s2=6.078 multiplicity=5 largest_force_ha_per_bohr=0.0636 e_homo_ev="-11.4214 / -12.4698" total_charge=+2 relative_energy_kj_mol=713.4 energy_ha=-2647.17665
Ir 0.283 -0.593 0.385 1.0 0.5 0.8
S -0.666 2.611 1.174 2.2 1.2 0.3
P -1.771 0.008 0.683 -2.9 -1.0 -1.2
O 2.646 1.260 0.022 -1.5 -0.5 1.2
O 3.418 -0.800 1.492 0.6 0.2 0.0
O -7.980 -0.728 -0.242 1.0 -0.1 -0.3
O -3.021 0.661 1.462 1.1 0.6 0.2
O 0.943 2.233 1.446 -1.9 0.7 -0.6
O -3.859 0.862 -1.090 2.0 -1.3 1.0
N 4.127 -2.744 0.313 1.2 -1.8 0.7
N -2.778 -0.133 -0.793 -0.6 1.5 1.2
N 0.474 -2.903 -1.464 -0.4 0.7 0.9
N 1.958 -1.765 0.006 -1.9 -1.3 -0.5
N -0.360 -1.900 -1.088 0.3 0.0 -1.1
C 0.693 3.415 -1.408 0.0 0.7 1.4
C 3.755 -3.940 -0.264 -0.4 0.3 0.0
C 5.786 -0.124 1.460 -0.5 0.6 0.7
C 1.944 -5.154 -1.472 0.9 0.1 -0.5
C 3.959 -6.300 -0.889 -0.1 0.5 1.0
C -1.395 -1.787 -1.913 -1.9 -0.9 -0.8
C 3.345 -1.532 0.304 0.2 1.4 -1.5
C -9.398 -0.534 -0.395 -0.3 0.7 0.6
C -3.707 1.505 -2.346 0.0 0.5 -1.5
C 4.344 0.370 1.625 -0.7 -0.3 -1.3
C 2.668 -6.320 -1.496 0.9 0.4 0.1
C 1.615 -2.850 -0.739 1.5 1.1 0.3
C 4.047 1.440 0.510 -1.2 0.2 0.2
C 4.893 1.293 -0.739 -0.2 -0.9 -0.3
C -0.631 3.120 -0.634 -2.1 0.2 -0.8
C -2.658 -1.170 -1.647 0.6 0.5 -1.4
C -5.101 -1.772 -2.275 1.1 1.5 0.0
C 2.482 -3.954 -0.890 -0.3 -1.6 -0.1
C -1.817 4.856 2.640 -1.4 -1.4 0.3
C -7.213 -1.084 -1.282 -1.1 -0.3 0.8
C 4.036 0.833 3.036 0.4 -0.3 0.8
C -5.877 -1.341 -1.158 0.8 0.4 -0.3
C -3.648 0.206 2.666 -0.3 -0.8 0.3
C 4.485 -5.164 -0.281 0.9 0.3 0.0
C 4.104 2.898 0.966 1.5 0.3 -0.3
C -0.555 4.147 2.218 0.9 0.7 -1.3
C -3.717 -1.578 -2.504 -1.3 -1.0 1.1
B 1.368 1.168 0.610 2.7 -1.1 -0.8
H -2.700 1.466 -2.870 -1.0 -0.1 1.1
H 0.594 4.360 -1.989 -0.1 -0.8 0.4
H -9.886 -0.674 0.586 0.6 -0.2 -0.4
H -4.591 0.733 2.701 -0.2 0.2 0.0
H -1.338 4.001 -0.658 0.8 -0.6 0.3
H 4.051 -0.116 3.614 -0.1 0.8 0.0
H -3.058 0.481 3.542 0.0 -0.2 -0.1
H 5.522 -5.229 0.135 -1.2 0.2 -0.2
H -2.054 4.664 3.691 -0.1 -0.3 -0.3
H 3.561 3.092 1.875 -0.4 0.1 0.2
H -1.676 5.889 2.583 0.5 1.7 -0.2
H 1.000 -5.056 -1.985 -0.1 -0.2 0.1
H -4.063 2.547 -2.254 0.6 -0.2 0.4
H -2.718 4.675 2.020 0.5 -0.2 0.3
H 4.539 -7.214 -0.730 -0.2 0.3 -0.6
H -5.610 -2.202 -3.117 -0.3 -0.1 -0.3
H 3.033 1.311 3.162 0.9 -0.4 -0.2
H 6.473 0.726 1.237 -0.3 -0.8 0.7
H 0.068 3.839 3.057 -0.1 -0.3 -0.1
H -1.272 2.310 -1.117 1.1 0.8 0.7
H 2.382 -7.230 -2.018 -0.4 0.3 0.2
H 5.863 -0.806 0.629 0.1 -0.1 -0.4
H 3.698 -0.958 -0.582 0.0 0.2 0.8
H 5.965 -0.687 2.380 0.8 0.2 -0.1
H 4.853 1.491 3.441 -0.9 -0.5 -0.4
H 1.477 3.601 -0.631 -0.3 -0.2 -0.9
H -3.885 -0.887 2.636 0.5 0.8 0.0
H -4.440 1.102 -3.045 0.1 -0.5 -0.2
H -9.619 0.505 -0.670 0.2 -0.3 -0.3
H 5.100 -2.636 0.638 -1.0 -0.2 -0.2
H -9.813 -1.238 -1.094 -0.1 -0.2 -0.4
H 5.071 0.250 -1.087 -0.2 0.9 0.3
H -3.367 -1.982 -3.414 0.3 -0.6 -0.9
H 5.141 3.305 1.098 -0.7 -0.7 0.1
H 5.835 1.790 -0.633 0.6 0.2 0.1
H 3.714 3.477 0.133 -0.2 0.2 0.1
H -5.310 -1.056 -0.272 -0.5 -0.1 0.0
H 4.347 1.807 -1.501 -0.2 0.3 -0.7
H -7.741 -1.181 -2.233 0.2 -0.2 0.1
H 0.053 4.853 1.618 -0.1 -0.5 0.2
H -1.415 -2.435 -2.814 0.3 0.3 0.7
H 0.992 2.594 -2.069 -0.1 0.2 0.4

# 3
79
Properties=species:S:1:pos:R:3:forces:R:3 method="wB97M-V/def2-TZVPD" gap_ev="7.62 / 6.69" s2=2.021 multiplicity=3 largest_force_ha_per_bohr=0.0116 e_homo_ev="-9.4138 / -10.1119" total_charge=+1 relative_energy_kj_mol=24.8 energy_ha=-2443.81677
Pd 0.691 -0.213 0.836 -0.1 0.0 -0.2
Cl 6.999 -1.921 -0.232 0.0 0.0 0.0
S 0.330 -3.128 -0.709 -0.2 0.4 -0.1
O 0.085 -1.696 -1.176 0.3 -0.4 0.3
N -0.651 1.294 1.736 0.0 -0.1 0.1
N -1.812 -0.130 3.107 0.1 0.1 0.0
N 0.317 2.185 -2.388 -0.1 -0.1 0.0
N 2.088 0.694 -2.229 -0.1 0.1 0.1
N -0.600 1.585 4.093 0.1 0.0 0.1
N 1.180 1.545 -0.284 -0.2 0.0 0.1
C -0.397 5.002 1.519 0.0 0.0 0.0
C 5.256 -0.475 1.248 0.0 0.0 0.0
C 4.557 -2.701 0.630 0.0 0.0 0.0
C -0.251 2.595 1.380 -0.1 -0.1 0.1
C 1.215 -3.975 -2.045 0.0 0.0 0.0
C 1.753 -1.030 2.507 0.2 -0.1 -0.2
C -1.002 0.957 2.960 -0.1 0.0 -0.2
C -0.806 3.746 1.935 0.0 0.1 0.0
C 3.226 0.202 -1.476 0.1 -0.1 0.1
C 0.580 5.123 0.537 0.0 0.0 0.0
C -2.566 -0.615 1.970 -0.2 0.0 -0.1
C 3.352 -2.492 1.278 0.0 0.0 0.0
C 5.502 -1.683 0.605 -0.1 0.0 0.0
C 1.178 1.481 -1.607 0.2 0.0 0.0
C -1.623 -1.087 4.185 0.0 0.0 0.0
C -1.457 1.722 5.259 0.0 0.0 0.0
C 0.731 2.844 -3.612 0.0 0.0 0.0
C -1.223 -4.019 -1.072 0.0 0.0 0.0
C 0.670 2.286 4.173 0.0 0.0 0.0
C 0.675 2.717 0.342 0.1 0.0 -0.2
C 1.767 -0.049 -3.437 0.0 0.1 0.0
C 0.161 -4.425 -3.044 0.0 -0.1 0.0
C -1.039 2.467 -1.947 0.0 0.0 0.0
C 3.057 -1.268 1.899 -0.2 0.0 0.1
C 4.045 -0.272 1.880 0.1 0.0 0.0
C -0.954 -5.025 -2.190 0.0 0.0 -0.1
C 1.109 3.982 -0.044 0.0 0.0 0.0
H -1.884 -3.212 -1.395 0.0 0.0 0.0
H 0.549 3.918 -3.521 0.0 0.0 0.0
H -0.830 -0.757 4.850 0.0 0.0 0.0
H -2.916 0.221 1.371 0.0 0.0 0.0
H 0.853 0.324 -3.885 0.0 0.0 0.0
H 1.959 -3.274 -2.419 0.0 0.0 0.0
H 0.527 3.368 4.207 0.0 0.0 0.0
H 0.569 -5.144 -3.753 0.0 0.0 0.0
H 0.924 6.099 0.225 0.0 0.0 0.0
H 1.184 -1.940 2.709 -0.1 0.0 0.1
H -3.425 -1.175 2.342 0.0 0.0 0.0
H 3.687 1.010 -0.915 0.0 0.1 0.0
H -1.334 -2.056 3.769 0.0 0.0 0.0
H 1.288 2.050 3.311 0.0 0.0 0.0
H -1.563 2.782 5.501 0.0 0.0 0.0
H 2.951 -0.586 -0.763 0.0 0.0 -0.1
H -1.860 -5.211 -2.766 0.0 0.0 0.0
H 4.776 -3.649 0.158 0.0 0.0 0.0
H -1.571 3.648 2.697 0.0 0.0 0.0
H -1.716 2.309 -2.789 0.0 0.0 0.0
H 1.727 -4.824 -1.586 0.0 0.0 0.0
H 3.957 -0.201 -2.177 0.0 0.0 0.0
H -2.539 -1.223 4.763 0.0 0.0 0.0
H 2.581 0.042 -4.158 0.0 0.0 0.0
H -1.608 -4.457 -0.154 0.0 0.0 0.0
H -1.034 1.215 6.131 0.0 0.0 0.0
H 2.622 -3.291 1.318 0.0 0.0 0.0
H -1.981 -1.271 1.315 0.1 0.0 0.0
H -0.628 -5.980 -1.773 0.0 0.0 0.0
H -1.150 3.495 -1.592 0.0 0.0 0.0
H 1.607 -1.100 -3.191 0.0 0.0 0.0
H 3.849 0.676 2.367 0.0 0.0 0.0
H 1.792 2.685 -3.784 0.0 0.0 0.0
H 1.190 1.971 5.081 0.0 0.0 0.0
H 1.726 -0.312 3.322 0.0 0.0 0.0
H 1.866 4.057 -0.816 0.0 0.0 0.0
H 0.171 2.477 -4.476 0.0 0.0 0.0
H 6.011 0.300 1.237 0.0 0.0 0.0
H -1.319 1.785 -1.148 0.0 0.0 0.0
H -0.211 -3.568 -3.610 0.0 0.0 0.0
H -2.442 1.314 5.053 0.0 0.0 0.0
H -0.835 5.885 1.964 0.0 0.0 0.0